Molecular formula: C36H39ClN5NiO4PS
Method: DFT, the ωB97M-V functional and the def2-TZVPD basis

Structure (XYZ):
```
88
Properties=species:S:1:pos:R:3:forces:R:3
Ni 0.7905 -0.0791 -0.8642 0.3 0.6 -0.5
Cl 0.5616 -3.2761 3.6685 0.1 0.2 -0.1
C -0.6055 -2.4127 4.6617 0.1 -0.1 0.0
C -0.8253 -2.9517 5.9213 0.0 0.0 0.0
C -1.7642 -2.3683 6.7515 0.0 0.0 0.0
C -2.4866 -1.2707 6.3038 0.0 -0.1 0.0
C -2.2391 -0.7512 5.0470 -0.1 0.1 -0.2
C -1.2698 -1.2850 4.1894 0.1 0.0 0.0
P -0.8946 -0.5451 2.5217 -0.2 0.1 0.3
C -2.5044 0.2563 2.2049 -0.1 0.1 -0.2
C -3.6518 -0.5378 2.1824 0.1 0.0 0.0
C -4.8788 0.0056 1.8400 -0.1 0.0 0.0
C -4.9744 1.3488 1.4976 0.0 -0.1 0.0
C -3.8372 2.1419 1.5035 0.1 0.0 0.0
C -2.6082 1.5981 1.8538 -0.1 0.0 0.2
C 0.2122 0.8651 2.9807 0.0 -0.1 0.1
C 0.1828 1.5034 4.2210 0.0 -0.2 0.0
C 1.1352 2.4485 4.5716 0.0 0.0 0.0
C 2.1461 2.7804 3.6812 0.0 0.0 0.0
C 2.1587 2.1960 2.4240 -0.1 0.1 0.0
C 1.1923 1.2602 2.0710 0.1 0.4 -0.2
H -0.2718 -3.8259 6.2336 0.0 0.0 0.0
H -1.9452 -2.7843 7.7334 0.0 0.0 0.0
H -3.2500 -0.8277 6.9291 0.0 0.0 0.0
H -2.8440 0.0750 4.6942 0.1 0.1 0.1
H -3.5855 -1.5888 2.4425 0.0 0.0 0.0
H -5.7623 -0.6196 1.8360 0.0 0.0 0.0
H -5.9334 1.7739 1.2318 0.0 0.0 0.0
H -3.9034 3.1888 1.2356 0.0 0.0 0.0
H -1.7262 2.2264 1.8572 0.0 0.0 0.0
H -0.5840 1.2557 4.9383 -0.1 -0.1 0.1
H 1.0888 2.9215 5.5439 0.0 0.0 0.0
H 2.8950 3.5131 3.9523 0.0 0.0 0.0
H 2.8978 2.5011 1.6924 0.0 0.0 0.0
H 1.1649 0.9677 1.0177 0.0 -0.4 0.4
N 5.4711 -3.8000 -0.5728 0.0 0.0 0.0
C 4.2210 -2.9549 -0.7802 0.0 0.0 0.0
C 3.0514 -3.6729 -0.1138 0.0 0.0 0.0
C 1.7045 -3.0083 -0.4432 0.0 0.0 0.0
N 1.4947 -1.7419 0.2850 -0.5 0.1 0.0
C 1.5779 -2.8351 -1.9546 0.0 0.1 0.0
C 2.7177 -2.0087 -2.5508 0.0 0.0 0.0
N 2.7009 -0.6439 -2.0060 0.0 -0.1 0.1
C 4.0477 -2.7249 -2.2777 0.0 0.0 0.0
H 5.6642 -3.9514 0.4196 0.0 0.0 0.0
H 6.2912 -3.3620 -0.9983 0.0 0.0 0.0
H 5.3449 -4.7159 -1.0103 0.0 0.0 0.0
H 4.4491 -2.0198 -0.2644 0.0 0.0 0.0
H 3.1931 -3.7062 0.9707 0.0 0.0 0.0
H 3.0175 -4.7069 -0.4763 0.0 0.0 0.0
H 0.9216 -3.6948 -0.1203 0.0 0.0 0.0
H 2.3520 -1.3532 0.6609 0.0 0.0 0.1
H 0.8658 -1.8831 1.0735 0.0 0.0 0.1
H 0.6308 -2.3414 -2.1738 0.0 0.0 0.0
H 1.5515 -3.8207 -2.4299 0.0 0.0 0.0
H 2.5693 -1.9547 -3.6294 0.1 0.0 0.0
H 2.6828 0.0832 -2.7119 -0.1 0.0 0.0
H 3.4880 -0.4373 -1.4036 0.0 0.1 0.0
H 4.8799 -2.1365 -2.6743 0.0 0.0 0.0
H 4.0411 -3.6926 -2.7920 0.0 0.0 0.0
O 1.1329 2.9486 -6.3464 0.0 0.0 0.0
S 0.2035 3.0806 -5.2600 0.1 -0.1 -0.1
O -0.6924 4.2048 -5.2574 0.0 0.0 0.0
N 0.9622 2.9451 -3.8300 0.0 0.0 0.0
C 0.6261 1.8508 -3.1876 0.0 0.3 0.0
O 1.1027 1.5513 -2.0569 -0.1 -0.4 -0.1
C -0.4051 1.0012 -3.9065 0.0 0.0 0.0
C -1.0361 -0.1670 -3.5109 0.0 0.0 0.0
C -1.9879 -0.7315 -4.3526 0.0 0.0 0.0
C -2.3064 -0.1344 -5.5687 0.0 0.0 0.0
C -1.6832 1.0435 -5.9642 0.0 0.0 0.0
C -0.7414 1.5835 -5.1133 0.0 0.0 0.0
H -0.8338 -0.6018 -2.5374 0.0 0.0 0.0
H -2.5013 -1.6364 -4.0529 0.0 0.0 0.0
H -3.0578 -0.5835 -6.2050 0.0 0.0 0.0
H -1.9287 1.5220 -6.9028 0.0 0.0 0.0
O -1.0451 1.0380 -0.3316 0.2 -0.7 0.1
N -1.3636 2.1712 -0.9097 0.2 -0.1 -0.1
C -0.6243 3.2726 -0.6871 0.0 0.0 0.0
C -0.9146 4.4528 -1.3338 0.0 0.0 0.0
C -1.9748 4.5067 -2.2242 0.0 0.0 0.0
C -2.7382 3.3678 -2.4184 0.0 0.0 0.0
C -2.4176 2.2094 -1.7448 -0.1 0.0 0.0
H 0.2075 3.1272 -0.0169 0.0 0.0 0.0
H -0.2868 5.3129 -1.1544 0.0 0.0 0.0
H -2.1936 5.4138 -2.7683 0.0 0.0 0.0
H -3.5656 3.3568 -3.1127 0.0 0.0 0.0
H -2.9465 1.2744 -1.8416 0.0 0.0 0.0
```
Forces are in eV/Å.

Output
Highest occupied orbital energy (spin up / spin down) ... -9.96 / -9.44 eV
Energy relative to the best compared isomer or geometry (same formula, charge and spin) ... 230.9 kJ/mol
Spin multiplicity ... 2
Total charge ... +1
E_LUMO (spin up / spin down) ... -3.7 / -3.7 eV